{
  "formula": "C33H64BGeIN11O3P2SeTl",
  "method": "wB97M-V/def2-TZVPD",
  "e_tot_ha": -7779.69143,
  "total_charge": 2,
  "homo_ev": -13.479,
  "orbital_gap_ev": 8.62,
  "lumo_energy_ev": -4.862,
  "symbols": ["Tl", "I", "Se", "Ge", "P", "P", "O", "O", "O", "N", "N", "N", "N", "N", "N", "N", "N", "N", "N", "N", "C", "C", "C", "C", "C", "C", "C", "C", "C", "C", "C", "C", "C", "C", "C", "C", "C", "C", "C", "C", "C", "C", "C", "C", "C", "C", "C", "C", "C", "C", "C", "C", "C", "B", "H", "H", "H", "H", "H", "H", "H", "H", "H", "H", "H", "H", "H", "H", "H", "H", "H", "H", "H", "H", "H", "H", "H", "H", "H", "H", "H", "H", "H", "H", "H", "H", "H", "H", "H", "H", "H", "H", "H", "H", "H", "H", "H", "H", "H", "H", "H", "H", "H", "H", "H", "H", "H", "H", "H", "H", "H", "H", "H", "H", "H", "H", "H", "H"],
  "xyz": [[0.314, -0.449, -0.488], [2.783, -2.990, -5.294], [-1.789, -2.312, 0.313], [-0.587, -3.960, 2.907], [-2.816, 1.482, -0.965], [-0.563, 3.327, -0.489], [0.195, 2.214, -1.129], [-1.836, 0.338, -0.975], [-2.138, 2.883, -0.542], [-4.000, 1.296, 0.138], [1.986, -2.164, -0.163], [2.285, 0.577, -1.093], [1.858, 0.043, 2.069], [0.598, 0.176, 1.561], [-0.656, 4.772, -1.297], [-0.319, 3.620, 1.069], [3.180, 0.653, -0.122], [-0.042, -1.271, -2.613], [2.959, -1.813, 0.707], [-3.404, 1.542, -2.505], [1.310, -4.179, -1.426], [-0.220, 0.482, 2.578], [4.251, 1.396, -0.548], [-0.295, -2.285, -5.129], [-1.240, -3.985, 1.049], [-4.838, 0.061, 0.122], [3.315, -3.908, 0.107], [0.998, 3.374, 1.677], [3.738, -2.906, 0.937], [-0.394, -5.797, 3.483], [-4.584, 2.359, -2.746], [-1.257, -1.395, -3.183], [-2.449, 1.580, -3.558], [-1.416, -1.831, -4.499], [-1.376, 5.010, -2.556], [-1.729, 0.721, 2.524], [3.999, 1.776, -1.833], [2.712, 1.246, -2.168], [0.570, 0.450, 3.730], [-1.222, 4.423, 1.868], [1.857, 0.207, 3.402], [3.065, 0.314, 4.214], [1.096, -3.042, 3.040], [-1.942, -3.063, 4.038], [5.463, 1.579, 0.256], [0.940, -2.351, -4.508], [4.919, -3.056, 1.848], [-4.625, 2.454, 0.761], [-2.784, -3.117, -1.113], [1.045, -1.738, -3.247], [1.852, 1.400, -3.369], [2.161, -3.413, -0.494], [0.205, 5.932, -1.021], [3.107, -0.329, 1.110], [5.046, -4.191, 1.840], [4.730, -2.743, 2.893], [0.890, 2.670, 2.570], [-5.642, 2.474, 0.398], [-0.618, 5.095, -3.356], [2.874, 0.984, 5.119], [3.440, -0.609, 4.529], [4.142, -0.190, 1.746], [-2.161, -3.804, -1.649], [-0.836, 5.475, 1.840], [1.788, -3.577, 3.729], [0.899, 5.682, -0.218], [2.057, 2.389, -3.780], [1.514, 4.268, 1.901], [0.378, -3.661, -1.817], [-1.528, 1.090, -3.287], [3.582, -4.975, 0.004], [-2.119, -1.007, -2.685], [-0.334, -2.760, -6.129], [1.930, -1.621, -2.692], [1.475, -3.073, 2.053], [-3.587, -3.643, -0.603], [1.849, -4.375, -2.348], [3.894, 0.742, 3.711], [2.188, 0.684, -4.097], [0.322, -5.736, 4.364], [-4.095, 3.392, 0.560], [5.782, -2.501, 1.448], [-1.887, -3.491, 5.066], [-1.970, 1.803, 2.444], [-4.554, 2.325, 1.855], [-2.856, 0.982, -4.402], [0.108, 0.699, 4.689], [-4.240, -0.678, -0.358], [-4.477, 3.426, -3.013], [0.051, -6.397, 2.682], [0.810, 1.178, -3.204], [-2.940, -3.111, 3.664], [1.174, -5.164, -0.880], [-2.137, -4.568, 1.053], [-5.053, 1.837, -3.585], [5.321, 2.191, 1.159], [-3.226, -2.329, -1.712], [0.717, 6.281, -1.925], [-5.773, 0.144, -0.315], [-0.553, -4.421, 0.400], [-2.154, 0.245, 1.638], [6.198, 2.228, -0.211], [1.691, 2.837, 1.016], [-2.107, 4.230, -2.854], [4.580, 2.472, -2.416], [-2.193, 0.187, 3.346], [-2.419, -1.841, -4.971], [-1.918, 5.909, -2.416], [-4.993, -0.261, 1.192], [-2.253, 4.372, 1.507], [5.988, 0.652, 0.424], [-1.314, -6.313, 3.692], [-5.287, 2.346, -1.927], [-0.374, 6.734, -0.675], [-2.342, 2.594, -3.937], [1.086, -2.043, 3.439], [-1.203, 4.166, 2.942], [-1.599, -2.029, 4.115]]
}